1.
C26H41F9N2O6S | ωB97M-V/def2-TZVPD

```
85
Properties=species:S:1:pos:R:3:forces:R:3:lowdin_charge:R:1
F 0.8747 3.4998 1.9327 0.3 -0.1 0.3 0.12
C -0.0326 4.4962 1.9119 -0.6 0.5 -1.5 -0.48
F 0.4067 5.5344 2.6497 0.2 -0.1 0.6 0.13
C -0.2021 4.9597 0.4649 0.5 -1.0 0.1 -0.09
C 1.0339 5.6876 -0.0659 -1.2 0.5 -0.6 -0.17
C 1.0967 5.5597 -1.5949 0.9 -0.1 0.3 -0.19
C 1.5168 4.1581 -2.0827 -0.7 0.4 -0.1 -0.13
C 0.4593 3.3504 -2.8095 -0.1 0.0 0.1 -0.14
C -0.8910 3.6085 -2.7544 0.5 -0.2 0.0 -0.04
C -1.8302 2.7915 -3.4264 0.6 -0.1 0.1 -0.06
C -1.3921 1.7194 -4.1505 -0.6 0.1 -0.1 -0.02
C -0.0164 1.4243 -4.2647 -0.5 -0.1 -0.1 -0.22
N 0.3634 0.3538 -5.0309 0.2 0.6 0.4 0.14
C 1.6514 0.1781 -5.0823 0.0 -0.7 -0.5 -0.12
C 2.5959 0.9735 -4.4045 0.0 0.3 0.3 -0.10
N 2.2496 1.9833 -3.6589 -0.3 0.0 -0.1 0.14
C 0.9061 2.2390 -3.5904 0.4 0.1 0.2 -0.17
C -1.4061 4.0234 2.4681 0.2 0.7 0.5 -0.45
F -2.1039 3.3910 1.5306 0.2 -0.6 -0.1 0.14
F -2.0891 5.1389 2.7620 -0.1 0.1 0.0 0.13
S -1.3284 2.9601 4.0407 -1.3 -0.1 0.2 0.76
F -2.0740 4.0688 4.8890 0.2 0.2 0.1 -0.13
F -2.7598 2.3485 3.6795 0.0 -0.1 0.0 -0.15
F -0.6505 1.7794 3.2452 0.3 0.0 -0.2 -0.12
F 0.0604 3.5707 4.4429 0.3 0.0 0.0 -0.11
F -1.2960 2.0674 5.3388 0.1 -0.2 0.0 -0.11
H -0.3140 4.0397 -0.1077 -0.1 -0.1 0.0 0.11
H -1.1254 5.5140 0.3258 0.0 0.3 0.1 0.14
H 1.9519 5.3406 0.3959 0.1 -0.1 0.1 0.12
H 0.8938 6.7494 0.1284 0.3 0.1 0.4 0.12
H 1.8729 6.2554 -1.9131 0.0 0.1 -0.1 0.11
H 0.1795 5.9202 -2.0512 -0.2 0.0 0.0 0.10
H 2.3572 4.2565 -2.7592 0.2 -0.1 0.0 0.10
H 1.8612 3.5915 -1.2169 0.2 -0.2 0.0 0.12
H -1.2357 4.4437 -2.1685 -0.2 0.1 0.0 0.09
H -2.8788 3.0253 -3.3342 -0.1 -0.1 -0.1 0.10
H -2.1024 1.0827 -4.6568 0.1 -0.1 -0.1 0.11
H 2.0197 -0.6379 -5.6918 0.0 -0.1 0.0 0.10
H 3.6474 0.7364 -4.4846 0.1 0.0 0.0 0.11
C 3.3417 -6.0750 -2.4463 0.1 -0.1 -0.1 -0.11
O 4.1991 -5.5304 -3.4258 0.0 0.3 0.2 -0.20
C 3.5492 -4.7300 -4.3974 0.1 -0.2 0.0 -0.20
C 4.2784 -3.4284 -4.6612 0.1 0.1 -0.1 -0.18
O 4.2563 -2.4826 -3.6014 0.0 0.0 0.0 -0.13
C 4.9907 -2.7690 -2.4182 -0.1 0.0 0.1 -0.18
C 6.4977 -2.8046 -2.5687 0.1 -0.2 0.0 -0.20
O 6.9376 -3.9485 -3.2795 -0.2 0.1 -0.3 -0.20
C 7.9796 -3.7014 -4.1973 0.0 -0.1 0.1 -0.11
H 2.8440 -6.9768 -2.8187 -0.1 0.0 0.0 0.09
H 3.9498 -6.3422 -1.5825 0.0 0.0 -0.1 0.09
H 2.5871 -5.3511 -2.1218 0.0 0.0 0.0 0.09
H 2.5202 -4.5094 -4.0944 0.0 0.0 0.0 0.12
H 3.5163 -5.2999 -5.3346 -0.1 0.1 -0.1 0.13
H 3.7539 -2.9355 -5.4849 0.0 0.0 0.0 0.12
H 5.2967 -3.6065 -5.0093 0.1 -0.2 0.1 0.11
H 4.6232 -3.6768 -1.9384 0.1 -0.1 -0.1 0.11
H 4.7565 -1.9432 -1.7417 0.0 0.0 0.0 0.13
H 6.9415 -2.8371 -1.5655 0.0 0.2 0.0 0.13
H 6.8298 -1.8855 -3.0642 0.0 0.0 0.0 0.12
H 7.8219 -2.7666 -4.7459 0.0 0.0 0.0 0.09
H 7.9900 -4.5213 -4.9149 0.0 0.0 0.1 0.09
H 8.9497 -3.6647 -3.6900 0.0 0.1 -0.1 0.09
C -6.8412 -3.8371 6.1934 0.1 -0.1 -0.1 -0.12
O -6.2095 -3.3204 5.0434 0.0 0.3 0.2 -0.19
C -7.0397 -2.5104 4.2286 0.1 -0.2 0.0 -0.20
C -6.3564 -1.2289 3.7986 0.1 0.0 -0.1 -0.18
O -6.1271 -0.2829 4.8290 0.0 0.1 0.0 -0.12
C -5.1418 -0.5505 5.8152 0.0 -0.1 0.2 -0.18
C -3.7094 -0.5574 5.3247 0.1 -0.2 0.0 -0.19
O -3.4300 -1.6987 4.5294 -0.2 0.1 -0.2 -0.19
C -2.6399 -1.4302 3.3921 0.1 -0.1 0.1 -0.11
H -7.4291 -4.7292 5.9508 -0.1 0.0 0.1 0.09
H -6.0637 -4.1133 6.9053 0.0 0.0 -0.1 0.09
H -7.4891 -3.0928 6.6677 0.0 0.0 0.0 0.09
H -7.9717 -2.2630 4.7480 0.0 0.0 0.0 0.12
H -7.2906 -3.0854 3.3280 -0.1 0.1 -0.1 0.13
H -7.0383 -0.7275 3.1064 0.0 0.0 0.0 0.13
H -5.4427 -1.4352 3.2389 0.1 -0.2 0.1 0.12
H -5.3727 -1.4649 6.3647 0.1 -0.1 -0.1 0.11
H -5.2299 0.2736 6.5276 0.0 0.0 -0.1 0.13
H -3.0379 -0.5825 6.1928 -0.1 0.2 0.1 0.13
H -3.5188 0.3618 4.7668 0.0 0.0 0.0 0.10
H -2.9416 -0.4992 2.9004 0.0 0.0 0.0 0.08
H -2.7819 -2.2505 2.6887 0.0 0.0 0.0 0.09
H -1.5779 -1.3720 3.6563 0.0 0.1 -0.1 0.09
```
Forces are in eV/Å.

Output
net charge: 0
SMILES: FC(F)(CCCCc1cccc2nccnc12)C(F)(F)S(F)(F)(F)(F)F.COCCOCCOC.COCCOCCOC
maximum force: 1.7 eV/Å
LUMO level: -0.19 eV
highest occupied orbital energy: -0.330 Eh


2.
C4H9OP | ωB97M-V/def2-TZVPD

```
15
Properties=species:S:1:pos:R:3:forces:R:3:nbo_charge:R:1
C -0.2545 -0.6068 0.6744 -1.2 -2.4 -2.2 -0.98
P 0.2317 0.7129 -0.4801 1.6 -1.3 -0.4 1.06
C 1.7153 -0.2780 -1.1059 -1.2 -0.5 -4.2 -0.93
O 1.2767 1.5293 0.4874 -0.6 1.9 2.1 -0.99
H -1.0823 -1.2506 0.1273 1.6 1.1 1.1 0.24
H 0.5646 -1.2739 0.9709 -0.1 0.3 -0.1 0.23
H -0.7080 -0.2364 1.5332 -1.0 0.8 1.6 0.22
H 1.9766 -0.1956 -2.2614 -0.6 0.3 2.3 0.22
H 2.6090 -0.1114 -0.5806 0.9 0.6 1.0 0.24
H 1.4908 -1.3330 -1.0324 -0.2 -0.4 0.2 0.22
H 0.8031 2.0468 1.1940 0.7 -0.6 -1.1 0.49
C -4.1239 -0.6260 -0.1725 -0.6 -1.9 0.3 -0.26
C -3.4641 0.3712 -0.2836 1.0 1.3 -0.8 -0.26
H -4.6199 -1.6411 -0.0494 0.9 2.2 -0.2 0.26
H -2.8054 1.2493 -0.5492 -1.3 -1.6 0.7 0.26
```
Forces are in eV/Å.

Output
net charge: 0
SMILES: CP(C)O.C#C
maximum force: 4.4 eV/Å
relative energy (zero: lowest compared OMol25 entry of this formula, charge and spin): 2.220 eV
LUMO level: 0.83 eV
highest occupied orbital energy: -0.329 Eh